Entry 1:
C9H21NOSi | ωB97M-V/def2-TZVPD

```
! wB97M-V def2-TZVPD RIJCOSX def2/J DEFGRID3
* xyz 0 1
C -0.0454 -0.4465 0.5184
C 1.3619 -0.5134 2.5335
C -0.4410 -2.1783 -1.1640
C -1.0365 -2.6502 1.2411
C 1.0565 2.3827 0.2980
C -1.9985 1.8944 0.6375
C 0.1078 1.5261 -3.0691
C 1.3102 -0.7650 1.0148
C -0.9622 -1.5607 0.1597
N -0.7379 1.5639 -1.9366
O -2.2917 -1.1304 -0.0349
Si -0.4355 1.3276 -0.2807
H 2.3901 -0.5651 2.8768
H 0.9589 0.4685 2.7694
H 0.7793 -1.2584 3.0631
H -0.4051 -1.4111 -1.9325
H -1.1295 -2.9616 -1.4726
H 0.5513 -2.6045 -1.0437
H -1.8069 -3.3617 0.9516
H -0.0897 -3.1704 1.3500
H -1.3248 -2.2031 2.1899
H 1.9859 2.0582 -0.1656
H 0.8888 3.4083 -0.0167
H 1.1942 2.3883 1.3724
H -2.1835 1.3088 1.5337
H -1.9143 2.9336 0.9337
H -2.8769 1.8112 0.0048
H 0.1646 0.5211 -3.5047
H -0.3358 2.1814 -3.8260
H 1.1311 1.8696 -2.8717
H 2.0291 -0.0925 0.5455
H 1.6125 -1.7957 0.8216
H -2.3036 -0.4199 -0.6876
*
```

The frontier orbital gap (alpha / beta) is 9.5 / 6.2 eV. Its HOMO energy (alpha / beta) is -9.39 / -7.60 eV. As for the LUMO energy (alpha / beta): 0.0031 / -0.0498 Eh.

Entry 2:
C9H22ClI2N3OPPt | ωB97M-V/def2-TZVPD

```
! wB97M-V def2-TZVPD RIJCOSX def2/J DEFGRID3
* xyz 3 5
I 3.2852 3.6165 0.7314
I 5.3657 2.0525 0.5074
Pt 0.4265 -0.0995 -1.0119
P 1.5149 1.2718 -2.4260
C 2.9480 2.4000 -2.2976
C 2.0395 0.3528 -3.8545
H -0.6639 1.5234 -3.4222
H 0.4188 2.9217 -3.7748
H -0.4007 2.7742 -2.1881
C 0.0662 2.2253 -3.0061
H 1.1910 -0.0574 -4.3694
H 2.6298 1.0108 -4.4761
H 3.4061 2.7297 -3.2414
H 3.7781 1.8467 -1.7854
H 2.6850 -0.4731 -3.5104
H 2.7012 3.2831 -1.7013
C 1.1388 0.7520 0.4622
O 1.5824 0.7847 1.5255
Cl -0.5936 -1.2325 -2.8514
C 0.4934 -1.7792 3.2334
N -0.8676 -1.5912 2.7451
C -1.8194 -2.4809 3.3794
C -1.0987 -1.2834 1.3784
N -0.2409 -1.5598 0.4014
N -2.2643 -0.6634 1.0909
C -3.0369 -0.0937 2.1718
C -2.7614 -0.5685 -0.2878
H 0.4174 -2.1580 4.2496
H 1.0235 -0.8206 3.3055
H 1.0500 -2.4460 2.6160
H -2.3755 -1.9773 4.1747
H -2.5167 -2.9668 2.6449
H -1.2379 -3.3062 3.8433
H 0.1333 -2.5132 0.3663
H -3.4660 0.8814 1.8421
H -3.8439 -0.7968 2.4516
H -2.3654 0.0865 3.0320
H -2.4886 0.3853 -0.7744
H -2.3885 -1.3776 -0.9156
H -3.8649 -0.6535 -0.2585
*
```

The frontier orbital gap (alpha / beta) is 8.0 / 4.7 eV. Its HOMO energy (alpha / beta) is -17.75 / -18.22 eV. As for the LUMO energy (alpha / beta): -0.3579 / -0.4983 Eh.

Entry 3:
C9H22N2NaO5 | ωB97M-V/def2-TZVPD

```
! wB97M-V def2-TZVPD RIJCOSX def2/J DEFGRID3
* xyz -1 1
Na 0.2877 0.3604 -1.2286
C -1.3946 1.0365 -3.6496
O -1.7735 -0.1412 -3.2081
O -0.3282 1.5983 -3.1109
O -2.0335 1.6331 -4.5750
C 3.2414 0.1556 2.4672
C 2.6367 0.2916 1.0497
C 2.6605 -1.0975 0.4416
O 2.3193 -0.9872 -0.9294
C 2.8176 -2.0208 -1.7271
N 1.2191 0.7465 1.1471
H 3.1257 1.0607 3.0701
H 4.3192 -0.0202 2.4472
H 2.6757 -0.6400 2.9530
H 3.2352 0.9053 0.3818
H 1.9997 -1.7974 0.9796
H 3.6407 -1.5959 0.4982
H 2.5704 -1.8004 -2.7675
H 2.3869 -2.9946 -1.4823
H 3.9167 -2.0360 -1.7082
H 1.2965 1.7147 1.4437
H 0.7815 0.2057 1.8838
C -2.2603 -1.4910 1.6016
C -2.5943 -0.6999 0.3527
C -2.4888 0.7716 0.6724
O -2.6487 1.5059 -0.4986
C -2.3715 2.8772 -0.3598
N -1.6619 -0.9878 -0.7409
H -1.3115 -1.1367 2.0235
H -2.1328 -2.5616 1.4256
H -3.0131 -1.4125 2.3948
H -3.6299 -0.8941 0.0369
H -1.5343 0.9923 1.1781
H -3.2734 1.0255 1.4142
H -1.5048 3.0477 0.2895
H -3.2383 3.4447 0.0079
H -2.1438 3.2560 -1.3584
H -1.8435 -1.8834 -1.1952
H -1.9496 -0.4311 -1.6206
*
```

The frontier orbital gap is 3.6 eV. Its HOMO energy is -1.78 eV. As for the LUMO energy: 0.0683 Eh.

Entry 4:
C9H22N2O2 | ωB97M-V/def2-TZVPD

```
! wB97M-V def2-TZVPD RIJCOSX def2/J DEFGRID3
* xyz 0 1
C 2.3145 -2.1629 0.5949
O 2.1208 -1.6693 -0.7190
C 0.7710 -1.6837 -1.1376
C -0.0596 -0.4860 -0.6914
C 0.3171 0.8130 -1.3978
C 1.7920 1.1803 -1.4920
C 2.4673 1.6838 -0.1950
N 1.7079 1.4048 1.0435
N -1.4862 -0.7852 -0.9891
C -2.3150 -0.8164 0.2204
C -2.3609 0.5268 0.9488
C -3.7313 1.1345 0.9292
O -2.0195 0.3729 2.3388
H 3.1612 -1.6375 1.0224
H 1.4443 -2.0177 1.2274
H 2.5862 -3.2136 0.5547
H 0.7169 -1.7742 -2.2181
H 0.2909 -2.5809 -0.7326
H 0.0613 -0.3795 0.3808
H -0.2461 1.6285 -0.9657
H -0.0515 0.7109 -2.4134
H 1.8522 1.9949 -2.2071
H 2.3749 0.3806 -1.9204
H 2.6212 2.7520 -0.2802
H 3.4527 1.2276 -0.1337
H 2.1213 1.9607 1.7862
H 1.9057 0.4440 1.3017
H -1.5179 -1.7147 -1.3952
H -2.0297 -1.6067 0.9150
H -3.3297 -1.0517 -0.0896
H -1.6658 1.2374 0.5110
H -3.6936 2.0946 1.4340
H -4.0895 1.2967 -0.0808
H -4.4246 0.5051 1.4721
H -1.0585 0.2311 2.3780
*
```

The frontier orbital gap is 9.7 eV. The SMILES is COC[C@@H](CCCN)NC[C@@H](C)O. Its HOMO energy is -8.95 eV. As for the LUMO energy: 0.0270 Eh.

For each record above, in turn, the calculated energy above the lowest of the compared OMol25 structures with the same formula, charge and spin values are 74.59, 0.00, 0.00, 0.00 kcal/mol.
For each record above, in turn, the calculated maximum force values are 3.20, 3.63, 1.66, 0.65 eV/A.